The following is a DFT calculation (ωB97M-V/def2-TZVPD) of an isolated ion of composition C4H9ClO3P and charge +1 in a non-equilibrium geometry.

Computed properties:
lowest unoccupied orbital energy (alpha / beta): -7.672 / -5.960 eV
highest occupied orbital energy (alpha / beta): -0.5388 / -0.5230 Eh

```
! RIJCOSX wB97M-V def2-TZVPD def2/J DEFGRID3
* xyz 1 1
C -1.2816 -0.7821 0.3587
C -0.0069 -0.8955 1.2395
C -1.0161 -1.0791 -1.0959
C 2.1130 2.5245 -0.2084
O 1.2071 -1.1317 0.4485
O -0.3757 -0.1762 -1.7348
O 1.9713 1.1427 0.2586
P 2.0538 -0.2253 -0.5067
Cl 3.9013 -0.9264 -0.3606
H -2.0989 -1.4569 0.5655
H -1.8406 0.1392 0.5637
H 0.0267 0.0327 1.7829
H -0.1859 -1.6525 1.9103
H -0.7247 -2.0307 -1.2315
H -2.0350 -1.1268 -1.5418
H 3.0885 2.9109 -0.2741
H 1.6646 3.1361 0.5759
H 1.5665 2.7269 -1.1961
*
```

***

The following is a DFT calculation (ωB97M-V/def2-TZVPD) of C43H47BrN2OP2S2Si2Ti as an isolated structure in a non-equilibrium geometry.

Computed properties:
lowest unoccupied orbital energy (alpha / beta): 2.510 / 2.510 eV
expectation value of S²: 0.7555
highest occupied orbital energy (alpha / beta): -0.1500 / -0.1697 Eh

```
! RIJCOSX wB97M-V def2-TZVPD def2/J DEFGRID3
* xyz -1 2
Ti 0.2021 -0.9255 0.3403
C 3.1807 0.9128 -2.4819
Si 1.9858 -0.5244 -2.6679
C 1.6331 -0.7032 -4.5013
C 2.9351 -2.0566 -2.1858
N 0.6188 -0.2736 -1.6455
P -0.9465 0.1464 -1.8405
C -1.7768 0.3058 -0.3747
P -1.0381 1.3926 0.7073
N 0.3744 0.8101 1.3321
Si 1.4397 1.6676 2.4102
C 1.6603 0.6724 3.9860
C 0.8453 3.3736 2.9428
C 3.1145 1.9486 1.5956
C -2.2766 1.6234 2.0359
C -3.5906 1.9275 1.6730
C -4.5863 2.0161 2.6364
C -4.2828 1.7789 3.9732
C -2.9877 1.4420 4.3371
C -1.9920 1.3594 3.3698
C -0.6626 3.0869 0.1064
C -1.5532 4.1550 0.1766
C -1.2075 5.3968 -0.3440
C 0.0355 5.5893 -0.9334
C 0.9286 4.5291 -1.0153
C 0.5734 3.2834 -0.5163
C -1.9085 -1.0994 -2.8065
C -1.7406 -1.2440 -4.1848
C -2.5267 -2.1317 -4.9080
C -3.4941 -2.8880 -4.2569
C -3.6715 -2.7515 -2.8874
C -2.8892 -1.8565 -2.1643
C -1.1791 1.5768 -2.9830
C -2.4932 2.0480 -3.1010
C -2.7796 3.1590 -3.8787
C -1.7547 3.8204 -4.5534
C -0.4523 3.3618 -4.4439
C -0.1682 2.2490 -3.6547
H 4.0853 0.7233 -3.0767
H 3.4844 1.0237 -1.4352
H 2.7582 1.8702 -2.8094
H 2.5951 -0.8116 -5.0212
H 1.1129 0.1576 -4.9337
H 1.0404 -1.6022 -4.7002
H 3.9506 -2.0237 -2.6059
H 2.4405 -2.9606 -2.5558
H 3.0151 -2.1367 -1.1022
H 1.0255 1.0701 4.7877
H 2.7024 0.7188 4.3339
H 1.3944 -0.3781 3.8265
H -0.2454 3.4366 3.0028
H 1.1834 4.1534 2.2517
H 1.2442 3.6002 3.9408
H 3.3671 1.1538 0.8895
H 3.9128 1.9940 2.3493
H 3.1171 2.8969 1.0478
H -3.8288 2.0553 0.6236
H -5.6051 2.2439 2.3436
H -5.0620 1.8349 4.7260
H -2.7533 1.2264 5.3735
H -0.9932 1.0457 3.6494
H -2.5080 4.0325 0.6728
H -1.9085 6.2219 -0.2793
H 0.3025 6.5604 -1.3339
H 1.9006 4.6719 -1.4758
H 1.2605 2.4487 -0.5939
H -0.9973 -0.6462 -4.6966
H -2.3957 -2.2231 -5.9809
H -4.1118 -3.5766 -4.8207
H -4.4236 -3.3405 -2.3756
H -3.0251 -1.7311 -1.0976
H -3.2819 1.5263 -2.5689
H -3.7994 3.5192 -3.9602
H -1.9735 4.6950 -5.1575
H 0.3496 3.8772 -4.9627
H 0.8536 1.9002 -3.5656
Br -0.3069 -3.3848 -1.0079
C 0.6786 -4.3580 0.3002
C 0.5261 -5.7073 0.3276
C 1.2863 -6.4587 1.2479
C 2.1969 -5.8355 2.0483
C 2.3740 -4.4301 1.9986
C 3.3627 -3.7863 2.7849
C 3.5250 -2.4383 2.6941
C 2.6689 -1.6669 1.8721
C 1.6426 -2.1988 1.1198
C 1.5586 -3.6347 1.1449
H -0.1736 -6.1876 -0.3447
H 1.1459 -7.5331 1.3070
H 2.8098 -6.4076 2.7372
H 3.9843 -4.3822 3.4458
H 4.2883 -1.9430 3.2852
H 2.8327 -0.5969 1.8634
C 0.5125 -3.2841 4.6940
O -0.0220 -2.5276 3.6080
C -1.1205 -2.9673 2.9542
S -1.8345 -4.4241 3.2998
S -1.6563 -1.8693 1.7225
H 1.3361 -2.6842 5.0803
H 0.8751 -4.2536 4.3540
H -0.2430 -3.4458 5.4600
*
```

***

The following is a DFT calculation (ωB97M-V/def2-TZVPD) of C3H5I2N as an isolated structure in a non-equilibrium geometry.

Computed properties:
lowest unoccupied orbital energy: -0.724 eV
highest occupied orbital energy: -0.3164 Eh

```
! RIJCOSX wB97M-V def2-TZVPD def2/J DEFGRID3
* xyz 0 1
C 0.0910 0.6606 0.3769
C 0.0910 -0.8366 0.0980
C -0.7045 0.0593 -0.7003
N -2.6271 -0.0001 -0.3763
I -3.5021 1.6150 -1.2078
I -3.1752 -1.7858 -1.2256
H -0.5437 0.9235 1.2734
H 0.8216 1.3709 0.1676
H 0.9494 -1.0588 -0.3475
H -0.4094 -1.5352 0.6141
H -0.4717 0.3802 -1.7560
*
```

***

The following is a DFT calculation (ωB97M-V/def2-TZVPD) of one molecule with the formula C3HBrClF3 in a non-equilibrium geometry.

Computed properties:
SMILES string: F/C(=C(\Cl)Br)C(F)F
lowest unoccupied orbital energy: 0.306 eV
highest occupied orbital energy: -0.3486 Eh

```
! RIJCOSX wB97M-V def2-TZVPD def2/J DEFGRID3
* xyz 0 1
F 1.4868 1.0145 0.1398
C 0.3473 0.3697 -0.0414
C -0.4488 0.8595 -1.1172
Cl -0.1426 2.1614 -2.0576
Br -2.0373 -0.2121 -1.4478
C 0.2832 -0.8014 0.9076
F -0.2891 -1.9702 0.4552
F -0.4655 -0.4167 1.9973
H 1.2659 -1.0045 1.1641
*
```

***

The following is a DFT calculation (ωB97M-V/def2-TZVPD) of a 2-piece molecular cluster, C3H11NS2 overall in a non-equilibrium geometry.

Computed properties:
SMILES string: CNC.CSS
lowest unoccupied orbital energy: 0.407 eV
highest occupied orbital energy: -0.3313 Eh

```
! RIJCOSX wB97M-V def2-TZVPD def2/J DEFGRID3
* xyz 0 1
C -1.1384 -1.6129 -0.5497
N -0.5818 -1.2020 0.7314
C -1.4179 -0.1682 1.2876
H -2.0958 -2.0406 -0.4988
H -1.1762 -0.7165 -1.3455
H -0.3209 -2.2437 -0.9335
H 0.3179 -0.6924 0.6812
H -1.6301 0.5894 0.5713
H -0.9024 0.2855 2.1768
H -2.4693 -0.5299 1.5195
C 1.1146 1.8697 -0.3071
S 2.7622 1.6272 -1.0305
S 2.4456 -0.3726 -1.6000
H 0.3344 1.7935 -1.0724
H 1.2170 2.9792 0.1598
H 0.8833 1.2732 0.5687
H 2.6577 -0.8389 -0.3587
*
```

***

The following is a DFT calculation (ωB97M-V/def2-TZVPD) of C11H14N4S as an isolated structure in a non-equilibrium geometry.

Computed properties:
lowest unoccupied orbital energy: -0.904 eV
highest occupied orbital energy: -0.2762 Eh

```
! RIJCOSX wB97M-V def2-TZVPD def2/J DEFGRID3
* xyz 0 1
C 0.6750 -3.5338 0.3317
C 1.1360 -2.1022 -0.2850
C 1.7737 -2.0356 -1.7779
N 1.0229 -1.0051 0.4578
C -0.2640 -0.3409 0.2982
C -1.4746 -0.8663 -0.5195
C -2.7852 0.0174 -0.5669
N -4.0158 -0.2611 -1.2891
S -5.0971 1.0364 -0.9959
N -4.2544 2.1049 0.0639
C -2.9898 1.4025 0.1846
C -1.7339 1.8992 1.0082
C -0.4412 1.0630 1.0355
C 0.8450 1.6298 1.8524
C 1.9208 2.0564 0.6907
N 1.1988 2.6735 -0.4957
H -0.3497 -3.4395 0.8457
H 1.4410 -3.7431 1.1786
H 0.7349 -4.3838 -0.4301
H 2.2267 -0.9710 -1.8541
H 2.6634 -2.7563 -1.8503
H 0.9962 -2.1797 -2.6022
H -1.4171 -1.8511 -1.0881
H -1.7862 2.8805 1.5843
H 1.3477 0.8009 2.4587
H 0.5752 2.5643 2.4495
H 2.4969 1.1451 0.3090
H 2.6981 2.8105 1.0858
H 1.0240 1.9689 -1.2246
H 1.8327 3.4163 -0.8550
*
```

***

The following is a DFT calculation (ωB97M-V/def2-TZVPD) of a 12-piece molecular cluster, C18H54N6O24S3 overall in a non-equilibrium geometry.

Computed properties:
SMILES string: CCOS(C)(=O)=O.CCOS(C)(=O)=O.CCOS(C)(=O)=O.C[N+](=O)[O-].C[N+](=O)[O-].C[N+](=O)[O-].C[N+](=O)[O-].C[N+](=O)[O-].C[N+](=O)[O-].CO.CO.CO
lowest unoccupied orbital energy: -0.605 eV
highest occupied orbital energy: -0.3987 Eh

```
! RIJCOSX wB97M-V def2-TZVPD def2/J DEFGRID3
* xyz 0 1
C -3.1802 4.0300 5.8605
C -2.6320 2.6215 5.9285
O -3.0417 1.9577 4.7342
S -2.8495 0.3356 4.7158
C -1.0940 0.3268 4.3311
O -3.0847 -0.1870 6.0261
O -3.5076 -0.1860 3.5615
H -3.0878 4.5779 6.7984
H -4.2362 4.0406 5.5781
H -2.7249 4.6498 5.0837
H -1.5458 2.6881 6.0132
H -3.0954 2.1673 6.8047
H -0.7655 -0.7107 4.2799
H -0.5845 0.7627 5.1896
H -0.8930 0.8507 3.4048
C -2.5126 1.7540 -0.8714
C -3.7196 1.4759 -1.7576
O -4.4042 0.3561 -1.1856
S -5.6482 -0.3493 -1.9460
C -4.8037 -0.9936 -3.3894
O -6.0753 -1.4744 -1.1549
O -6.5750 0.6305 -2.4728
H -1.9178 0.8347 -0.8292
H -2.7537 1.9253 0.1758
H -1.9128 2.5185 -1.3607
H -4.4273 2.3049 -1.7742
H -3.3132 1.3229 -2.7576
H -4.3828 -0.1197 -3.8915
H -5.5411 -1.3729 -4.0935
H -3.9928 -1.6930 -3.2067
C 2.1928 2.6328 -1.4469
C 3.0427 3.0230 -2.6417
O 2.1245 3.0519 -3.7703
S 2.6208 2.4571 -5.1792
C 2.5333 0.6714 -4.8343
O 1.6067 2.7324 -6.1584
O 3.9745 2.8715 -5.4157
H 1.7743 1.6420 -1.6336
H 1.3388 3.2997 -1.3257
H 2.7109 2.5597 -0.4923
H 3.4093 4.0414 -2.5402
H 3.8304 2.3077 -2.8631
H 2.7963 0.1654 -5.7618
H 1.4803 0.5123 -4.6158
H 3.2828 0.4157 -4.0902
C 0.2816 -0.8307 -0.7528
N 0.1143 -0.4584 0.6990
O 0.8600 0.3753 1.2005
O -0.8068 -0.9827 1.2902
H 1.1888 -0.3729 -1.1251
H -0.6438 -0.4585 -1.1819
H 0.3459 -1.9127 -0.8058
C -0.1096 -4.9970 -0.5038
N -0.3037 -4.9394 1.0023
O -1.4007 -4.7475 1.4507
O 0.7151 -5.1011 1.6448
H -1.1053 -4.9905 -0.9421
H 0.3334 -5.9775 -0.6335
H 0.4176 -4.0807 -0.7405
C 2.0362 -2.8503 2.7839
N 2.8842 -3.2041 1.6155
O 4.0699 -3.3404 1.7906
O 2.3162 -3.3679 0.5609
H 1.5389 -3.7535 3.1183
H 1.5098 -1.9246 2.5661
H 2.7215 -2.5453 3.5773
C 4.1951 0.7795 2.5619
N 3.9648 1.9909 3.3675
O 4.2739 3.0587 2.8981
O 3.4275 1.8252 4.4389
H 5.0228 0.9307 1.8754
H 3.2916 0.6707 1.9593
H 4.3921 -0.0759 3.1965
C -3.8105 -1.9163 0.9221
N -3.3800 -2.8421 -0.1533
O -2.6474 -2.4067 -1.0342
O -3.8149 -3.9719 -0.1644
H -4.8063 -2.2163 1.2261
H -3.8114 -0.9210 0.5041
H -3.0872 -2.0414 1.7238
C 1.2744 3.6222 1.9665
N -0.1350 3.6690 2.4321
O -0.9431 3.5760 1.5255
O -0.3984 3.9579 3.5735
H 1.6067 2.5938 2.0718
H 1.8965 4.3247 2.5122
H 1.2894 3.9277 0.9276
C 4.4816 -0.9947 -1.2396
O 4.7570 0.3622 -0.8715
H 4.8313 -1.2013 -2.2537
H 5.0434 -1.6343 -0.5478
H 3.4357 -1.2443 -1.0854
H 5.6990 0.4949 -1.0114
C 2.2998 -3.5169 -2.8741
O 0.9635 -3.0971 -3.1018
H 2.9971 -2.6712 -2.8368
H 2.3502 -4.1560 -2.0025
H 2.7680 -4.0024 -3.7409
H 0.9084 -2.7742 -4.0067
C -1.0070 -0.2495 -3.7038
O -0.3696 -0.2794 -4.9843
H -0.8344 0.7215 -3.2232
H -2.0801 -0.4307 -3.7427
H -0.4920 -1.0282 -3.1413
H -0.9316 0.1979 -5.6036
*
```

***

The following is a DFT calculation (ωB97M-V/def2-TZVPD) of C5H10O as an isolated structure.

Computed properties:
lowest unoccupied orbital energy: 0.924 eV
highest occupied orbital energy: -0.3518 Eh

```
! RIJCOSX wB97M-V def2-TZVPD def2/J DEFGRID3
* xyz 0 1
C -0.8228 -1.2380 0.1441
C 0.0622 -0.0091 -0.0270
C 1.2809 -0.4556 -0.8636
C 0.2572 0.7906 1.2827
O -0.3321 1.9696 0.7238
C -0.7312 1.2505 -0.4473
H -1.0921 -1.6266 -0.8445
H -1.7462 -1.0413 0.7016
H -0.2584 -2.0101 0.6780
H 1.1223 -0.2527 -1.9299
H 2.2591 -0.0397 -0.5927
H 1.3681 -1.5427 -0.7626
H 1.2701 0.9806 1.6570
H -0.3586 0.3840 2.0991
H -0.4636 1.7842 -1.3678
H -1.8149 1.0564 -0.4509
*
```

***

The following is a DFT calculation (ωB97M-V/def2-TZVPD) of a 2-piece molecular cluster, C3H9N overall in a non-equilibrium geometry.

Computed properties:
lowest unoccupied orbital energy (alpha / beta): 4.202 / 3.964 eV
expectation value of S²: 0.7528
highest occupied orbital energy (alpha / beta): 0.0367 / -0.1295 Eh

```
! RIJCOSX wB97M-V def2-TZVPD def2/J DEFGRID3
* xyz -1 2
C -0.9451 -1.7153 -1.8180
H -0.3245 -1.7805 -0.9698
H -1.7402 -1.0578 -1.4899
H -0.3400 -1.3999 -2.6600
H -1.4430 -2.5787 -2.1169
C 1.1687 0.8983 1.9159
C -0.2163 1.4834 0.2182
N 0.0371 1.6819 1.4935
H 1.5976 1.1561 2.9404
H 0.9009 -0.1460 2.0946
H 1.8814 0.8150 1.0354
H -1.0041 1.9925 -0.3019
H 0.4277 0.6512 -0.3416
*
```

***

The following is a DFT calculation (ωB97M-V/def2-TZVPD) of C22H33BF6N20O2Tl as an isolated structure in a non-equilibrium geometry.

Computed properties:
lowest unoccupied orbital energy (alpha / beta): -4.807 / -7.305 eV
expectation value of S²: 0.7541
highest occupied orbital energy (alpha / beta): -0.4974 / -0.4974 Eh

```
! RIJCOSX wB97M-V def2-TZVPD def2/J DEFGRID3
* xyz 2 2
Tl -0.0212 0.5333 -0.8250
C -2.5957 1.7422 -4.2100
C -1.7890 2.0840 -3.1855
N -1.6062 1.0130 -2.3650
N -2.3170 0.0005 -2.8726
C -2.8578 0.3937 -4.0198
B -2.3161 -1.4102 -2.1757
N -0.8861 -1.9629 -2.5313
C -0.4926 -2.9728 -3.3432
C 0.8830 -3.1657 -3.2736
C 1.2980 -2.2379 -2.3142
N 0.2228 -1.5362 -1.8355
N -2.4081 -1.2097 -0.5971
C -3.2853 -1.8775 0.1547
C -3.0855 -1.6228 1.5309
C -1.9675 -0.7890 1.5052
N -1.5807 -0.5726 0.2502
N -3.3172 -2.3430 -2.6197
C -3.3542 -3.6971 -2.4143
C -4.5584 -4.1930 -2.8219
C -5.2669 -3.0223 -3.1664
N -4.5513 -1.9357 -3.0161
H -2.8421 2.2818 -5.1049
H -1.1035 2.9201 -2.9944
H -3.4654 -0.2886 -4.6324
H -1.1493 -3.5053 -4.0346
H 1.3868 -3.9185 -3.8242
H 2.2548 -2.1758 -1.8069
H -4.1067 -2.4170 -0.2275
H -3.7418 -1.9398 2.3467
H -1.3801 -0.2732 2.2882
H -2.5107 -4.2160 -2.0451
H -4.8278 -5.2244 -2.9396
H -6.3002 -2.9915 -3.4215
C 4.2602 0.3529 1.4941
N 3.3890 1.4435 1.7831
C 3.9309 2.4140 2.7997
C 2.1938 1.5376 1.1913
N 1.6876 0.5216 0.5752
N 1.6766 2.8286 1.0743
C 0.3688 3.2034 0.9318
N 0.1660 4.4645 1.3352
N -0.5238 2.4305 0.4126
H 5.2252 0.5846 1.9492
H 4.4879 0.2702 0.4366
H 3.9467 -0.5902 1.8678
H 4.7954 2.9569 2.3890
H 4.3160 1.8125 3.6789
H 3.1822 3.1149 3.2121
H 2.1220 -0.3695 0.7371
H 2.4056 3.5858 1.1999
H 0.9702 4.9694 1.7843
H -0.6562 5.0435 1.1359
H -1.3676 2.9091 0.2614
C -0.4399 0.9564 6.2403
C -0.2375 1.8853 4.9162
O 0.0379 0.9322 3.9967
C 0.8075 2.9331 5.0343
F 1.9237 2.4566 5.4743
F 0.4042 3.8983 5.8492
F 1.1367 3.5175 3.8107
C -1.6115 2.5110 4.5868
F -2.3513 1.5183 4.0636
F -2.2794 3.0211 5.6473
F -1.5049 3.5455 3.6829
H 0.5021 0.3748 6.3909
H -1.3155 0.3484 6.0507
H -0.5758 1.5279 7.1168
N 2.2194 0.7016 -6.1213
N 2.3337 0.8054 -4.7262
N 3.4366 1.2840 -4.1684
C 2.9761 1.3406 -2.8979
N 1.6784 1.0715 -2.7813
N 1.2873 0.8011 -3.9776
H 3.2484 0.5948 -6.3898
H 1.7591 -0.1697 -6.3638
H 3.5648 1.7199 -2.0908
N 0.0994 -3.6168 1.1269
C 1.4190 -3.3039 0.8094
N 2.1706 -4.4222 0.4367
O 1.9342 -2.1594 0.7942
H -0.0808 -4.5169 1.4401
H -0.3745 -2.9134 1.6873
H 1.7718 -5.3371 0.4451
H 3.1231 -4.2600 0.2093
*
```

***

The following is a DFT calculation (ωB97M-V/def2-TZVPD) of a 5-piece molecular cluster, C3H17NO4 overall in a non-equilibrium geometry.

Computed properties:
SMILES string: CC(C)N.O.O.O.O
lowest unoccupied orbital energy: 0.526 eV
highest occupied orbital energy: -0.3568 Eh

```
! RIJCOSX wB97M-V def2-TZVPD def2/J DEFGRID3
* xyz 0 1
C 1.3244 1.8766 1.6870
C 1.5015 1.0998 0.4147
C 1.5422 -0.3846 0.7962
N 0.2625 1.2017 -0.4664
H 2.0281 1.6178 2.4770
H 1.4531 2.9515 1.5835
H 0.3003 1.8405 2.0898
H 2.4127 1.4981 -0.1084
H 1.7884 -0.6081 1.8169
H 0.5944 -0.8956 0.6228
H 2.2410 -0.9748 0.1536
H 0.4593 2.1601 -0.7955
H -0.5405 1.3499 0.1547
O -2.0363 0.5338 1.8997
H -1.6775 -0.2578 1.4566
H -2.7565 0.1239 2.4054
O -0.6767 -2.8584 -1.4945
H -0.0609 -3.4169 -1.9903
H -0.6418 -2.0024 -1.9398
O -0.5607 1.0921 -5.0831
H -1.0314 1.9278 -5.0358
H -0.1485 0.8267 -4.2511
O -2.0301 -2.5550 1.2348
H -1.8555 -2.9980 0.3978
H -1.8917 -3.1486 1.9746
*
```

***

The following is a DFT calculation (ωB97M-V/def2-TZVPD) of one molecule with the formula C2H7N3S in a non-equilibrium geometry.

Computed properties:
SMILES string: CN(N)/C=N\S
lowest unoccupied orbital energy: 0.873 eV
highest occupied orbital energy: -0.3195 Eh

```
! RIJCOSX wB97M-V def2-TZVPD def2/J DEFGRID3
* xyz 0 1
C 2.4329 0.2403 -0.3973
N 1.0391 -0.0990 -0.1899
N 0.9817 -1.2852 0.4768
C 0.2080 0.9787 0.2617
N -1.0421 1.0242 0.3795
S -1.9809 -0.2702 -0.2222
H 2.9577 -0.5394 -0.9376
H 3.1044 0.4265 0.4569
H 2.5263 1.1702 -0.9688
H 0.8640 -1.0884 1.4911
H 0.0252 -1.6661 0.2594
H 0.6646 1.8967 0.6233
H -1.1441 -0.6708 -1.2199
*
```